[1]
This record from the OMol25 dataset describes a molecular structure, C24H30IIrN9Se. The level of theory is ωB97M-V with the def2-TZVPD basis set.

The geometry in XYZ format:
```
66
C24H30IIrN9Se (ωB97M-V with the def2-TZVPD basis set)
Ir -0.75 -0.32 0.45
C -0.79 5.28 -1.13
C -1.15 3.84 -1.53
C 0.04 3.05 -2.04
C 0.57 3.45 -3.26
C 1.63 2.78 -3.85
C 2.17 1.67 -3.23
C 1.67 1.21 -2.03
C 2.33 0.06 -1.34
C 3.39 0.53 -0.33
C 0.60 1.91 -1.42
N 0.13 1.48 -0.15
C 0.00 2.44 0.74
C -0.70 2.21 1.93
C -0.99 3.08 3.03
C -1.76 2.35 3.88
C -1.93 1.05 3.28
N -1.29 0.96 2.12
H -1.69 5.83 -0.87
H -0.29 5.80 -1.95
H -0.11 5.31 -0.27
H -1.89 3.88 -2.33
H -1.63 3.35 -0.69
H 0.14 4.31 -3.77
H 2.03 3.13 -4.79
H 3.01 1.15 -3.69
H 2.79 -0.59 -2.08
H 1.57 -0.53 -0.83
H 4.16 1.12 -0.84
H 3.89 -0.31 0.15
H 2.94 1.17 0.44
H 0.43 3.41 0.55
H -0.65 4.10 3.14
H -2.18 2.66 4.82
H -2.50 0.24 3.69
N -3.54 -3.55 0.99
C -3.31 -3.26 2.28
C -2.32 -2.29 2.31
N -1.95 -1.93 1.09
C -2.60 -2.82 0.15
H -4.34 -4.05 0.63
H -3.87 -3.71 3.09
H -1.88 -1.86 3.20
H -3.14 -2.26 -0.62
Se -2.31 -5.43 -1.12
N -0.68 -6.04 -1.21
C 0.21 -5.12 -0.84
C 1.59 -5.35 -0.81
C 2.41 -4.31 -0.44
C 1.86 -3.09 -0.12
N 0.53 -2.82 -0.11
C -0.29 -3.82 -0.44
N -1.66 -3.76 -0.50
H 1.96 -6.33 -1.08
H 3.48 -4.44 -0.40
H 2.52 -2.27 0.10
N 1.68 0.70 2.76
N 1.29 -0.45 2.02
H 2.67 0.68 2.99
H 1.15 0.75 3.62
H 1.23 -1.28 2.61
H 2.02 -0.62 1.34
I -2.96 0.39 -1.61
C -1.12 -0.71 -1.56
H -0.46 -0.24 -2.27
H -1.33 -1.74 -1.85
```

- HOMO energy (alpha / beta) (Eh) = -0.4413 / -0.5229
- charge = +2
- frontier orbital gap (alpha / beta) (eV) = 6.01 / 5.53
- max |F| (eV/Å) = 0.7
- electronic energy (Eh) = -4228.11315
- spin multiplicity = 6

Löwdin atomic charge list, values in e, 5 entries: Ir 1.23; C -0.07; C -0.22; C -0.15; C -0.01

---

[2]
This record from the OMol25 dataset describes a molecular structure, C24H30N2O5S2Y. The level of theory is ωB97M-V with the def2-TZVPD basis set.

The geometry in XYZ format:
```
64
C24H30N2O5S2Y (ωB97M-V with the def2-TZVPD basis set)
Y 0.28 -0.27 -0.32
C -6.38 0.94 -2.78
C -4.91 0.61 -2.90
C -3.93 1.53 -2.56
C -2.58 1.23 -2.65
C -2.21 -0.02 -3.10
C -3.18 -0.97 -3.45
C -4.51 -0.66 -3.34
S -0.52 -0.50 -3.23
O -0.29 -0.90 -4.59
O 0.28 0.66 -2.78
O -0.33 -1.59 -2.23
H -6.52 1.92 -2.32
H -6.90 0.20 -2.17
H -6.86 0.96 -3.76
H -4.23 2.51 -2.19
H -1.82 1.94 -2.36
H -2.86 -1.95 -3.80
H -5.27 -1.39 -3.60
C 4.68 1.97 -3.49
C 4.13 1.60 -2.15
C 4.69 1.62 -0.89
C 3.69 1.14 -0.02
N 2.59 0.85 -0.71
N 2.88 1.14 -2.00
C 3.74 0.98 1.46
H 5.54 2.63 -3.38
H 3.93 2.47 -4.10
H 5.01 1.08 -4.03
H 5.69 1.93 -0.62
H 2.15 1.03 -2.68
H 4.74 0.67 1.78
H 3.03 0.23 1.79
H 3.51 1.93 1.96
C -2.27 3.34 1.10
C -0.97 2.54 1.00
C -0.30 2.58 2.38
C -0.05 3.29 0.03
C -1.22 1.09 0.53
H -2.10 4.37 1.42
H -2.95 2.86 1.82
H -2.78 3.36 0.13
H -0.05 3.62 2.69
H 0.62 1.99 2.38
H -0.96 2.15 3.14
H 0.15 4.31 0.37
H -0.49 3.34 -0.97
H 0.92 2.78 -0.07
H -2.27 0.81 0.73
O -0.40 -6.00 5.85
C 0.85 -6.00 5.32
O 1.64 -6.80 5.73
C 1.11 -5.04 4.21
C 0.20 -4.08 3.78
C 0.50 -3.22 2.74
C 1.73 -3.28 2.07
S 2.15 -2.22 0.75
C 2.65 -4.25 2.52
C 2.34 -5.10 3.56
H -0.95 -5.35 5.39
H -0.77 -3.96 4.26
H -0.22 -2.47 2.44
H 3.61 -4.31 2.03
H 3.05 -5.84 3.90
```

- HOMO energy (Eh) = -0.0957
- charge = -1
- frontier orbital gap (eV) = 5.06
- max |F| (eV/Å) = 0.8
- electronic energy (Eh) = -2253.07993

Löwdin atomic charge list, values in e, 5 entries: Y 1.22; C -0.06; C -0.27; C -0.03; C -0.05

---

[3]
This record from the OMol25 dataset describes 2 unconnected molecules or ions with the total composition C24H30N4O8 in a non-equilibrium geometry. The level of theory is ωB97M-V with the def2-TZVPD basis set.

The geometry in XYZ format:
```
66
C24H30N4O8 (ωB97M-V with the def2-TZVPD basis set)
O 2.68 -3.90 0.56
C 3.16 -4.20 -0.52
O 3.83 -5.35 -0.73
C 3.01 -3.26 -1.65
C 2.00 -2.29 -1.65
C 1.87 -1.37 -2.70
N 0.89 -0.37 -2.73
C -0.05 -0.06 -1.64
C -1.42 -0.66 -1.88
C -1.95 -0.78 -3.17
C -3.23 -1.28 -3.37
C -4.01 -1.66 -2.27
C -3.52 -1.55 -0.96
N -4.32 -1.92 0.15
O -3.96 -1.55 1.28
O -5.33 -2.60 -0.06
C -2.21 -1.05 -0.78
C 2.75 -1.45 -3.78
C 3.77 -2.41 -3.83
C 4.69 -2.47 -4.98
O 5.58 -3.30 -4.99
O 4.52 -1.58 -5.99
C 3.88 -3.32 -2.76
H 3.80 -5.81 0.13
H 1.32 -2.26 -0.81
H 0.94 0.29 -3.50
H 0.34 -0.40 -0.68
H -0.15 1.03 -1.56
H -1.36 -0.49 -4.04
H -3.63 -1.38 -4.37
H -5.02 -2.04 -2.46
H -1.80 -0.96 0.22
H 2.64 -0.74 -4.59
H 5.22 -1.79 -6.63
H 4.67 -4.07 -2.78
C -2.96 4.30 5.19
N -2.24 3.63 4.11
C -2.02 2.32 4.04
O -2.41 1.55 4.91
C -1.28 1.73 2.82
C 0.23 1.59 3.11
C 0.98 0.66 2.13
C 2.49 0.89 2.21
C 0.70 -0.81 2.43
N -1.52 2.39 1.52
C -1.25 3.65 1.17
C -1.66 4.05 -0.23
O -0.70 4.46 1.90
H -3.94 3.83 5.32
H -3.09 5.36 4.96
H -2.40 4.20 6.12
H -1.81 4.21 3.39
H -1.68 0.72 2.74
H 0.68 2.58 3.08
H 0.37 1.21 4.12
H 0.67 0.89 1.11
H 2.72 1.93 1.96
H 2.84 0.68 3.22
H 3.00 0.24 1.51
H 1.25 -1.44 1.73
H -0.36 -1.03 2.33
H 1.02 -1.06 3.44
H -2.00 1.83 0.83
H -1.34 5.08 -0.40
H -1.18 3.40 -0.95
H -2.74 3.99 -0.31
```

- HOMO energy (Eh) = -0.3196
- charge = 0
- frontier orbital gap (eV) = 7.59
- max |F| (eV/Å) = 3.4
- electronic energy (Eh) = -1753.48751

Löwdin atomic charge list, values in e, 5 entries: O 0.09; C -0.46; O 0.12; C -0.11; C 0.06

---

[4]
This record from the OMol25 dataset describes 6 unconnected molecules or ions with the total composition C24H30N6 in a non-equilibrium geometry. The level of theory is ωB97M-V with the def2-TZVPD basis set.

The geometry in XYZ format:
```
60
C24H30N6 (ωB97M-V with the def2-TZVPD basis set)
C -0.94 -4.74 3.67
C -0.20 -3.51 4.24
C -1.05 -2.66 4.81
N -2.28 -3.17 4.53
C -2.33 -4.42 3.96
H -0.39 -5.75 3.20
H 0.74 -3.38 4.49
H -0.88 -1.70 5.46
H -3.12 -2.80 4.63
H -3.09 -5.00 3.69
C 2.98 -1.30 1.63
C 3.25 0.09 2.17
C 2.11 0.58 2.66
N 1.11 -0.35 2.35
C 1.60 -1.46 1.65
H 3.74 -2.11 1.09
H 4.20 0.74 2.20
H 2.01 1.46 3.35
H 0.06 -0.23 2.48
H 0.82 -2.21 1.38
C 1.63 -0.24 -3.25
C 3.02 0.21 -2.73
C 2.96 0.29 -1.48
N 1.77 -0.12 -1.09
C 0.89 -0.37 -2.12
H 1.21 -0.30 -4.25
H 3.91 0.37 -3.26
H 3.80 0.38 -0.81
H 1.60 -0.39 -0.18
H 0.07 -0.70 -1.76
C -2.15 1.08 1.57
C -1.77 0.41 0.28
C -1.74 -0.95 0.47
N -2.05 -1.07 1.84
C -2.15 0.13 2.51
H -2.23 2.10 1.60
H -1.76 0.94 -0.72
H -1.56 -1.87 -0.14
H -2.23 -1.83 2.30
H -2.17 0.27 3.68
C -1.84 -0.36 -5.26
C -2.54 -0.85 -3.94
C -2.88 0.30 -3.26
N -2.38 1.34 -3.94
C -1.88 1.03 -5.18
H -1.37 -1.06 -6.02
H -2.79 -1.90 -3.79
H -3.29 0.26 -2.28
H -2.53 2.26 -3.78
H -1.34 1.60 -5.93
C 1.57 5.27 -1.61
C 1.01 4.72 -0.24
C 0.91 3.36 -0.33
N 1.37 3.07 -1.65
C 1.68 4.11 -2.40
H 1.79 6.26 -1.87
H 0.78 5.48 0.42
H 0.54 2.58 0.28
H 1.66 2.20 -1.84
H 2.12 3.91 -3.46
```

- HOMO energy (Eh) = -0.2901
- charge = 0
- frontier orbital gap (eV) = 8.36
- max |F| (eV/Å) = 8.4
- electronic energy (Eh) = -1260.73740

Löwdin atomic charge list, values in e, 5 entries: C -0.03; C -0.13; C -0.16; N -0.03; C -0.11

---

[5]
This record from the OMol25 dataset describes a molecular structure, C24H31AlN5O6P2S2 in a non-equilibrium geometry. The level of theory is ωB97M-V with the def2-TZVPD basis set.

The geometry in XYZ format:
```
71
C24H31AlN5O6P2S2 (ωB97M-V with the def2-TZVPD basis set)
Al -0.19 0.04 -0.15
N 1.87 -2.90 -0.59
C 1.42 -2.57 -1.97
C 1.95 -3.54 -2.99
P -0.43 -2.57 -1.86
O -0.58 -4.06 -1.24
O -1.18 -2.39 -3.10
O -0.67 -1.63 -0.68
P 1.82 -0.79 -2.25
O 3.44 -0.83 -2.25
O 1.28 -0.17 -3.45
O 1.50 -0.20 -0.87
H 1.24 -3.60 -0.19
H 1.77 -2.01 -0.06
H 2.85 -3.22 -0.58
H 1.70 -4.57 -2.72
H 3.03 -3.45 -3.12
H 1.48 -3.33 -3.95
H -1.30 -4.50 -1.70
H 3.78 -0.48 -3.07
S -2.08 0.14 1.24
C -0.86 -0.40 2.27
C -1.05 -0.64 3.65
C -0.01 -1.12 4.39
C 1.23 -1.34 3.77
C 1.36 -1.06 2.43
N 0.34 -0.61 1.69
H -2.02 -0.45 4.08
H -0.13 -1.33 5.44
H 2.07 -1.71 4.34
H 2.31 -1.19 1.93
C 3.26 4.22 -0.02
C 1.99 3.56 0.38
C 0.94 4.03 1.15
C 0.00 3.00 1.20
N 0.44 1.95 0.51
N 1.64 2.32 0.02
C -1.29 3.10 1.93
H 3.34 5.18 0.48
H 3.27 4.38 -1.10
H 4.11 3.60 0.24
H 0.86 5.00 1.60
H 2.13 1.66 -0.56
H -1.42 4.12 2.27
H -1.29 2.44 2.80
H -2.12 2.81 1.30
N -0.95 0.95 -1.63
S -1.37 0.41 -3.10
C -1.11 1.92 -4.08
C -1.73 3.10 -3.70
C -1.46 4.26 -4.40
C -0.57 4.24 -5.46
C 0.03 3.05 -5.85
C -0.24 1.88 -5.15
C -3.18 0.54 -3.11
C -3.83 0.30 -4.31
C -5.20 0.46 -4.39
C -5.92 0.84 -3.27
C -5.27 1.03 -2.06
C -3.89 0.87 -1.97
H -1.30 1.90 -1.50
H -2.43 3.11 -2.88
H -1.94 5.19 -4.10
H -0.35 5.16 -5.99
H 0.71 3.04 -6.68
H 0.25 0.96 -5.41
H -3.25 0.00 -5.17
H -5.71 0.28 -5.33
H -6.99 0.99 -3.33
H -5.83 1.30 -1.18
H -3.40 0.99 -1.02
```

- HOMO energy (Eh) = -0.3762
- charge = +1
- frontier orbital gap (eV) = 7.94
- max |F| (eV/Å) = 2.0
- electronic energy (Eh) = -3380.12448

Löwdin atomic charge list, values in e, 5 entries: Al -0.47; N 0.21; C -0.50; C -0.05; P 0.38

---

[6]
This record from the OMol25 dataset describes a molecular structure, C24H31AuClN7O3. The level of theory is ωB97M-V with the def2-TZVPD basis set.

The geometry in XYZ format:
```
67
C24H31AuClN7O3 (ωB97M-V with the def2-TZVPD basis set)
Au 0.37 -0.05 -0.21
N 3.85 2.32 -0.56
C 4.62 1.18 -0.59
C 3.75 0.14 -0.52
N 2.47 0.64 -0.45
C 2.56 1.96 -0.48
C 1.34 2.74 -0.41
N 0.19 2.09 -0.38
C -0.81 3.02 -0.28
C -0.25 4.26 -0.27
N 1.11 4.06 -0.34
H 4.22 3.26 -0.61
H 5.69 1.21 -0.67
H 3.95 -0.91 -0.53
H -1.85 2.73 -0.24
H -0.69 5.23 -0.21
H 1.80 4.80 -0.34
C -2.43 -0.81 -2.01
C -2.52 -0.99 -0.50
O -3.31 -1.77 -0.01
O -1.67 -0.31 0.25
H -3.42 -0.87 -2.44
H -1.84 -1.63 -2.42
H -1.96 0.14 -2.27
C -1.00 -8.76 2.43
C -1.40 -7.69 1.40
C -2.93 -7.67 1.30
C -0.82 -8.09 0.03
C -0.86 -6.28 1.82
O 0.57 -6.27 1.83
C -1.34 -5.88 3.22
C -0.55 -4.68 3.76
C 0.89 -4.95 3.91
C 1.87 -4.05 3.39
C 3.19 -4.27 3.59
C 3.61 -5.41 4.32
Cl 5.25 -5.68 4.56
C 2.66 -6.31 4.87
C 1.34 -6.08 4.68
C -1.33 -5.23 0.77
N -0.40 -4.16 0.41
C -0.54 -2.87 0.67
N 0.42 -2.21 0.02
C 1.13 -3.19 -0.61
N 0.66 -4.39 -0.40
H -1.26 -9.74 2.04
H -1.55 -8.66 3.37
H 0.07 -8.78 2.65
H -3.27 -8.64 0.93
H -3.30 -6.92 0.60
H -3.41 -7.51 2.27
H -0.87 -9.17 -0.09
H 0.22 -7.79 -0.09
H -1.39 -7.67 -0.80
H 0.88 -7.15 2.08
H -1.22 -6.72 3.90
H -2.40 -5.63 3.20
H -0.95 -4.44 4.76
H -0.71 -3.79 3.15
H 1.54 -3.18 2.84
H 3.94 -3.59 3.20
H 3.01 -7.17 5.44
H 0.62 -6.74 5.14
H -2.24 -4.75 1.12
H -1.55 -5.74 -0.16
H -1.35 -2.42 1.23
H 1.98 -2.99 -1.25
```

- HOMO energy (alpha / beta) (Eh) = -0.4791 / -0.5059
- charge = +2
- frontier orbital gap (alpha / beta) (eV) = 7.60 / 4.75
- max |F| (eV/Å) = 0.5
- electronic energy (Eh) = -2137.48679
- spin multiplicity = 3

Löwdin atomic charge list, values in e, 5 entries: Au 1.13; N 0.14; C -0.04; C -0.09; N -0.01

---

max |F| of number 3 (C24H30N4O8)?
3.4 eV/Å

---

Copy entry 6 word for word.
This record from the OMol25 dataset describes a molecular structure, C24H31AuClN7O3. The level of theory is ωB97M-V with the def2-TZVPD basis set.

The geometry in XYZ format:
```
67
C24H31AuClN7O3 (ωB97M-V with the def2-TZVPD basis set)
Au 0.37 -0.05 -0.21
N 3.85 2.32 -0.56
C 4.62 1.18 -0.59
C 3.75 0.14 -0.52
N 2.47 0.64 -0.45
C 2.56 1.96 -0.48
C 1.34 2.74 -0.41
N 0.19 2.09 -0.38
C -0.81 3.02 -0.28
C -0.25 4.26 -0.27
N 1.11 4.06 -0.34
H 4.22 3.26 -0.61
H 5.69 1.21 -0.67
H 3.95 -0.91 -0.53
H -1.85 2.73 -0.24
H -0.69 5.23 -0.21
H 1.80 4.80 -0.34
C -2.43 -0.81 -2.01
C -2.52 -0.99 -0.50
O -3.31 -1.77 -0.01
O -1.67 -0.31 0.25
H -3.42 -0.87 -2.44
H -1.84 -1.63 -2.42
H -1.96 0.14 -2.27
C -1.00 -8.76 2.43
C -1.40 -7.69 1.40
C -2.93 -7.67 1.30
C -0.82 -8.09 0.03
C -0.86 -6.28 1.82
O 0.57 -6.27 1.83
C -1.34 -5.88 3.22
C -0.55 -4.68 3.76
C 0.89 -4.95 3.91
C 1.87 -4.05 3.39
C 3.19 -4.27 3.59
C 3.61 -5.41 4.32
Cl 5.25 -5.68 4.56
C 2.66 -6.31 4.87
C 1.34 -6.08 4.68
C -1.33 -5.23 0.77
N -0.40 -4.16 0.41
C -0.54 -2.87 0.67
N 0.42 -2.21 0.02
C 1.13 -3.19 -0.61
N 0.66 -4.39 -0.40
H -1.26 -9.74 2.04
H -1.55 -8.66 3.37
H 0.07 -8.78 2.65
H -3.27 -8.64 0.93
H -3.30 -6.92 0.60
H -3.41 -7.51 2.27
H -0.87 -9.17 -0.09
H 0.22 -7.79 -0.09
H -1.39 -7.67 -0.80
H 0.88 -7.15 2.08
H -1.22 -6.72 3.90
H -2.40 -5.63 3.20
H -0.95 -4.44 4.76
H -0.71 -3.79 3.15
H 1.54 -3.18 2.84
H 3.94 -3.59 3.20
H 3.01 -7.17 5.44
H 0.62 -6.74 5.14
H -2.24 -4.75 1.12
H -1.55 -5.74 -0.16
H -1.35 -2.42 1.23
H 1.98 -2.99 -1.25
```

- HOMO energy (alpha / beta) (Eh) = -0.4791 / -0.5059
- charge = +2
- frontier orbital gap (alpha / beta) (eV) = 7.60 / 4.75
- max |F| (eV/Å) = 0.5
- electronic energy (Eh) = -2137.48679
- spin multiplicity = 3

Löwdin atomic charge list, values in e, 5 entries: Au 1.13; N 0.14; C -0.04; C -0.09; N -0.01